Formula: C16H20N4OS
Source: OMol25
Level of theory: wB97M-V/def2-TZVPD

Total energy in Ha: -1313.5369
Orbital gap in eV: 8.0
Energy above the lowest of the compared OMol25 structures with the same formula, charge and spin in kcal/mol: 411.3
Molar mass in g/mol: 316.43

CARTESIAN COORDINATES (ANGSTROEM)
1 C 2.193535 2.817479 -0.837357
2 C 2.000916 2.796722 0.362513
3 C 0.703828 2.407561 0.852807
4 S 0.646206 0.597285 1.776614
5 C 0.957850 -0.475778 0.425171
6 N 0.106843 -0.954656 -0.488838
7 N -1.254525 -0.813068 -0.129232
8 C -1.757444 -1.858674 0.690986
9 N -3.099437 -1.673229 1.008529
10 C -3.955177 -0.776014 0.421802
11 C -5.196897 -1.085115 0.706708
12 C -6.023604 0.183460 0.397792
13 C -5.545029 1.132489 -0.528884
14 C -4.265052 1.164279 -0.576863
15 C -3.303147 0.026926 -0.194194
16 C -1.958783 0.181406 -0.483103
17 O -1.255101 1.208655 -1.276826
18 N 2.310087 -0.262763 -0.403014
19 C 3.537995 0.007504 0.609888
20 C 4.236698 -1.374285 1.216096
21 C 2.587337 -1.050970 -1.413088
22 C 2.412495 -2.738818 -1.400876
23 H 3.171112 3.095103 -1.128956
24 H 1.291441 2.555553 -1.419521
25 H 2.445771 3.265096 1.204719
26 H 0.195702 2.928925 1.633111
27 H -0.152809 2.015636 -0.078795
28 H -1.198725 -2.540163 1.234436
29 H -5.601102 -1.609419 1.465624
30 H -7.218150 0.163862 0.745924
31 H -6.243849 1.920733 -0.843279
32 H -3.803097 2.045395 -1.173125
33 H 4.125201 0.687376 -0.073329
34 H 3.069875 0.597255 1.304180
35 H 3.594463 -1.659628 1.765518
36 H 4.619508 -1.824219 0.555766
37 H 5.036145 -0.849158 1.949324
38 H 3.554164 -0.780873 -1.498776
39 H 1.800363 -0.664695 -2.127843
40 H 2.593221 -3.088435 -2.362497
41 H 3.185072 -2.840281 -0.640869
42 H 1.456083 -2.878472 -1.248245

Atoms 1-3, force components in eV/Å:
C 0.875 -0.118 -7.689
C -3.154 0.642 9.368
C -4.441 -4.321 -2.528